A cluster of 11 separate species, C42H56N10OS in total in a non-equilibrium geometry, computed with ωB97M-V with the def2-TZVPD basis set.

Summary:
Maximum force in eV/Å: 1.623
LUMO level in eV: 0.217
HOMO in eV: -7.2

The geometry in XYZ format:
```
110
Properties=species:S:1:pos:R:3:forces:R:3:lowdin_charge:R:1
C -0.4529 1.6959 0.9647 -0.43 0.00 -0.33 -0.239
S -0.2607 0.3398 -0.2184 0.17 0.65 -0.39 0.830
O -1.6592 0.0460 -0.6778 0.17 -0.28 0.12 -0.560
C 0.5119 1.2708 -1.5627 0.01 -0.17 0.11 -0.242
H -0.6827 1.2100 1.9119 0.14 0.23 0.15 0.032
H -1.3247 2.2601 0.6258 -0.08 -0.12 -0.01 0.063
H 0.3855 2.3882 0.9918 0.27 -0.33 0.18 0.021
H 1.3999 1.7664 -1.1773 0.11 -0.11 -0.04 0.025
H -0.1598 2.0199 -1.9810 -0.22 -0.05 0.24 0.061
H 0.7735 0.5661 -2.3520 0.06 -0.05 0.08 0.025
N -0.5331 4.8247 6.1579 -0.07 0.66 0.03 0.009
C 0.3392 4.6646 5.0967 -0.91 -0.67 1.17 -0.135
C -0.4354 4.7214 3.9701 0.77 -0.56 -1.00 -0.142
C -1.7744 4.9880 4.3206 0.06 0.18 0.93 -0.110
C -1.7867 5.0922 5.7010 -0.21 -0.19 -0.77 -0.129
H -0.3163 4.8246 7.1384 0.28 0.03 -0.07 0.145
H 1.3391 4.3350 5.3190 0.15 0.18 -0.35 0.099
H -0.0489 4.4561 2.9942 -0.13 0.31 -0.09 0.078
H -2.6289 5.0761 3.6728 0.04 0.12 -0.07 0.094
H -2.5960 5.3698 6.3538 0.04 -0.19 0.14 0.112
N 3.2557 4.2788 -0.1172 -0.26 -0.01 -0.15 0.020
C 2.8495 4.1297 -1.4193 0.04 -0.27 -0.32 -0.139
C 1.5198 4.4280 -1.4907 -0.81 0.60 0.82 -0.119
C 1.1094 4.8280 -0.1803 0.22 -0.16 0.06 -0.114
C 2.1901 4.6840 0.6417 0.28 0.44 0.13 -0.164
H 4.1950 4.1794 0.2196 0.03 -0.12 -0.03 0.146
H 3.5120 3.7863 -2.1959 0.12 -0.01 0.11 0.112
H 0.7877 4.3813 -2.2787 0.52 -0.06 -0.50 0.096
H 0.1628 5.2374 0.1340 -0.12 -0.21 -0.11 0.097
H 2.3085 4.9347 1.6832 0.04 -0.03 0.00 0.101
N -2.8437 -2.4059 0.4456 -0.43 0.26 -0.20 0.023
C -3.5196 -3.3619 -0.2687 0.29 -0.04 0.62 -0.131
C -4.4752 -3.8896 0.5756 -0.04 -0.02 -0.58 -0.119
C -4.4221 -3.1810 1.7992 0.32 -0.33 -0.16 -0.120
C -3.4187 -2.2476 1.6658 0.08 -0.39 0.66 -0.166
H -2.0687 -1.8385 0.1281 -0.40 0.05 -0.20 0.077
H -3.2237 -3.5857 -1.2784 -0.07 -0.13 -0.02 0.093
H -5.1519 -4.6977 0.3466 0.02 0.02 -0.09 0.083
H -4.9468 -3.5057 2.6828 -0.13 0.51 0.11 0.085
H -3.0011 -1.5842 2.4064 -0.03 0.11 -0.09 0.099
N -4.2781 -1.3279 -4.9345 -0.18 -0.41 0.25 0.004
C -4.7217 -1.5660 -3.6511 0.10 0.77 -0.45 -0.105
C -3.8614 -0.8967 -2.8120 -0.61 -0.06 0.41 -0.114
C -2.8348 -0.3276 -3.5866 -0.07 0.20 -0.55 -0.135
C -3.1368 -0.5840 -4.9129 0.59 -0.35 0.28 -0.157
H -4.7139 -1.6686 -5.7709 0.00 -0.10 0.00 0.142
H -5.6433 -2.0978 -3.4912 0.01 0.02 0.16 0.108
H -3.9975 -0.6913 -1.7621 0.12 -0.49 0.09 0.095
H -1.9778 0.1560 -3.1478 0.02 0.20 -0.26 0.074
H -2.5474 -0.4950 -5.8116 -0.07 0.29 0.01 0.099
N 5.1085 -1.8067 -1.4715 -0.32 -0.64 0.67 0.003
C 3.8555 -2.3277 -1.2104 0.15 0.42 -0.64 -0.133
C 2.9468 -1.6121 -1.9681 0.29 -0.25 0.75 -0.084
C 3.6808 -0.6118 -2.6579 -0.02 0.24 0.03 -0.115
C 4.9986 -0.7653 -2.3217 0.15 0.44 -0.70 -0.155
H 5.9710 -2.2046 -1.1493 0.01 0.06 0.08 0.144
H 3.7316 -3.1344 -0.5115 -0.06 -0.12 -0.10 0.088
H 1.8853 -1.8011 -1.9540 -0.03 0.07 -0.14 0.072
H 3.3259 0.1696 -3.3108 -0.20 -0.14 -0.03 0.078
H 5.8588 -0.2335 -2.6957 0.03 -0.03 0.13 0.107
N -1.2477 -3.0570 -3.5425 0.34 -0.50 -0.15 0.028
C -0.6488 -3.1066 -2.3012 -0.59 0.54 -0.93 -0.139
C 0.1944 -4.1844 -2.3033 0.14 0.08 1.24 -0.120
C 0.0769 -4.8322 -3.5348 0.05 -0.11 -1.07 -0.114
C -0.7953 -4.0983 -4.3086 -0.07 0.00 0.40 -0.129
H -1.8992 -2.3528 -3.8585 0.04 0.04 0.20 0.088
H -0.9317 -2.3324 -1.6081 0.29 -0.13 0.28 0.081
H 0.8094 -4.4936 -1.4715 -0.06 0.02 0.01 0.088
H 0.6025 -5.7177 -3.8543 0.00 0.02 0.02 0.089
H -1.1258 -4.2411 -5.3232 -0.05 0.01 0.01 0.102
N 0.7574 1.5584 -6.3894 -0.37 -0.26 0.12 0.002
C 1.9537 0.9101 -6.5302 0.13 0.16 0.56 -0.134
C 1.9362 -0.1885 -5.6946 0.19 0.57 -0.89 -0.110
C 0.6441 -0.2469 -5.1302 -0.07 -0.35 1.21 -0.117
C -0.0544 0.8588 -5.5205 0.19 0.29 -0.99 -0.137
H 0.4209 2.3265 -6.9396 0.21 0.09 -0.04 0.140
H 2.7506 1.3541 -7.1030 -0.01 -0.12 -0.10 0.103
H 2.7845 -0.8250 -5.5119 -0.14 -0.22 -0.01 0.090
H 0.3194 -0.9821 -4.4057 -0.10 -0.02 -0.14 0.084
H -1.0681 1.1963 -5.3895 -0.01 -0.13 0.29 0.094
N -1.6237 1.4314 4.9035 0.15 -0.13 0.34 0.008
C -1.3018 0.2612 5.5313 -0.03 -0.46 -0.69 -0.153
C -2.4683 -0.4337 5.7378 0.18 -0.25 0.13 -0.119
C -3.5199 0.3759 5.2799 -0.87 0.75 -0.35 -0.120
C -2.9907 1.5387 4.7709 1.16 -0.22 -0.33 -0.124
H -0.9157 2.0588 4.5602 -0.29 0.37 0.02 0.112
H -0.2756 -0.0667 5.5774 0.00 0.08 0.27 0.101
H -2.5879 -1.4507 6.0739 0.20 0.08 0.26 0.094
H -4.5767 0.1598 5.2958 0.06 -0.14 0.02 0.093
H -3.3452 2.3783 4.1995 -0.50 -0.01 0.27 0.097
N 1.2464 -2.4045 2.1434 0.11 -0.65 0.55 0.027
C -0.0312 -2.4675 2.6271 -0.36 0.68 -0.65 -0.151
C -0.5465 -3.7017 2.3375 0.16 -0.27 0.51 -0.107
C 0.5069 -4.4860 1.7841 -0.29 0.76 0.03 -0.094
C 1.5985 -3.6499 1.7078 0.11 -0.28 -0.87 -0.152
H 1.8570 -1.6023 2.1445 -0.08 -0.04 0.11 0.087
H -0.5086 -1.5808 3.0169 -0.03 -0.08 0.08 0.093
H -1.5633 -4.0005 2.5335 0.03 -0.09 -0.02 0.089
H 0.3917 -5.4833 1.3974 0.27 -0.10 0.09 0.090
H 2.5573 -3.8250 1.2462 0.03 0.01 0.15 0.085
N 3.2978 0.9000 3.7391 -0.16 0.38 -0.65 0.016
C 3.0487 1.7764 2.7059 0.12 -0.30 0.36 -0.134
C 3.2614 1.1018 1.5354 -0.15 0.55 -0.08 -0.104
C 3.6769 -0.2217 1.8499 0.02 0.53 -0.05 -0.105
C 3.6674 -0.3111 3.2199 0.28 -0.15 0.45 -0.138
H 3.3712 1.1852 4.6970 -0.13 -0.24 0.14 0.142
H 2.7456 2.7898 2.9080 -0.03 0.00 -0.07 0.090
H 3.1159 1.5564 0.5677 0.12 -0.22 -0.11 0.079
H 4.0135 -0.9178 1.0993 -0.20 -0.35 0.22 0.082
H 3.8612 -1.1151 3.9126 0.19 -0.12 -0.25 0.117
```
Positions in Å, forces in eV/Å.